Entry from the OMol25 dataset: a molecular structure, C5H9NaO4Y in a non-equilibrium geometry (ωB97M-V/def2-TZVPD).

Calculated values
HOMO-LUMO gap in Eh: 0.234
Spin multiplicity: 1
HOMO energy in Ha: -0.416
E in a.u.: -697.1687
Largest force on an atom in Eh/bohr: 0.1250
Charge: +1
Lowest unoccupied orbital energy in eV: -4.951
ΔE to the lowest compared entry with this formula, charge and spin in kcal/mol: 39.5

Structure (XYZ):
```
20
Properties=species:S:1:pos:R:3:forces:R:3:lowdin_charge:R:1
O 0.4324 -1.4748 2.2398 -0.18 1.07 -0.49 -0.09
C 0.3845 -0.2201 2.1127 0.30 -0.83 0.63 -0.37
C 0.5149 0.5405 0.9341 1.04 2.88 -0.19 -0.33
O 0.9058 -0.2411 -0.1755 0.07 -0.33 0.05 -0.22
C 0.3772 0.0520 -1.4466 0.09 0.50 -0.03 -0.20
C 0.9792 -0.9121 -2.4407 0.17 0.15 -0.33 -0.18
O 0.6579 -2.2345 -2.0415 -0.19 0.06 0.47 -0.24
C 1.0777 -3.2240 -2.9612 0.16 -0.31 -0.45 -0.07
Na 0.8212 -2.4988 0.2695 0.08 0.02 0.22 0.69
H 0.2433 0.3907 3.0325 -0.01 -0.07 -0.15 0.12
H 0.6150 1.0850 -1.7552 0.03 -0.22 0.10 0.14
H -0.7228 -0.0595 -1.4507 0.02 -0.08 0.08 0.12
H 2.0755 -0.7916 -2.4782 -0.28 0.03 0.02 0.15
H 0.5702 -0.7054 -3.4434 0.10 -0.06 0.21 0.14
H 0.8035 -4.1998 -2.5434 0.07 0.25 -0.16 0.10
H 0.5732 -3.0906 -3.9311 0.15 -0.06 0.25 0.10
H 2.1681 -3.1842 -3.1124 -0.26 -0.02 0.02 0.11
Y -1.5450 2.0760 0.9676 5.57 3.16 0.53 1.54
O 0.0830 3.2960 1.1309 -4.81 -2.57 -0.35 -0.72
H 1.1182 1.8428 1.0825 -2.13 -3.57 -0.44 0.21
```
Positions in Å, forces in eV/Å.

=====

Entry from the OMol25 dataset: 11 unconnected molecules or ions with the total composition C22H66O18 in a non-equilibrium geometry (ωB97M-V/def2-TZVPD).

Calculated values
HOMO-LUMO gap in Eh: 0.372
Spin multiplicity: 1
HOMO energy in Ha: -0.361
E in a.u.: -2231.9989
Largest force on an atom in Eh/bohr: 0.0477
Lowest unoccupied orbital energy in eV: 0.293
ΔE to the lowest compared entry with this formula, charge and spin in kcal/mol: 0.0

Structure (XYZ):
```
106
Properties=species:S:1:pos:R:3:forces:R:3:lowdin_charge:R:1
O -5.7281 0.6969 3.1098 0.14 0.60 1.62 -0.06
C -4.4180 1.2786 3.1463 1.47 -0.27 -0.48 -0.25
C -4.4009 2.7880 3.0754 -0.58 0.36 1.05 -0.25
O -5.1623 3.2369 1.9740 -0.28 -0.45 -0.20 -0.07
H -6.0489 0.7008 4.0326 -0.12 -0.03 -0.70 0.10
H -3.7366 1.0388 3.9877 -0.81 -0.53 -0.06 0.13
H -3.9843 0.8309 2.2609 0.54 0.25 -0.28 0.11
H -3.4077 3.2516 3.0696 0.01 -0.55 -0.32 0.10
H -4.8433 3.1415 4.0377 -0.10 0.03 -0.45 0.12
H -5.7896 2.4969 1.8724 -0.14 0.60 -0.31 0.09
O -1.9941 2.2457 0.8000 -0.03 -0.33 0.45 -0.08
C -1.6900 2.7910 -0.4694 0.07 -0.43 0.02 -0.24
C -2.6329 3.8879 -0.8194 -0.44 0.13 -1.08 -0.23
O -3.9790 3.4019 -0.8642 0.73 0.77 0.47 -0.05
H -1.6157 2.8273 1.4750 -0.06 0.11 0.23 0.05
H -0.6817 3.1663 -0.4741 0.73 0.25 -0.09 0.12
H -1.7478 1.9813 -1.1886 -0.14 -0.15 -0.20 0.11
H -2.4094 4.2498 -1.8276 0.07 -0.11 -0.02 0.12
H -2.4274 4.7479 -0.1658 -0.64 -0.10 0.25 0.12
H -4.2625 3.3744 0.0592 -0.36 -0.23 0.16 0.05
O 4.3717 0.2178 4.5459 -0.11 -0.04 0.45 -0.06
C 4.9270 -0.1919 3.3254 -0.66 -0.35 -0.70 -0.24
C 3.8742 -0.6900 2.3096 -0.40 0.12 0.46 -0.20
O 2.7589 0.2261 2.3894 0.76 -0.27 0.06 -0.10
H 3.5501 0.6887 4.3797 -0.09 -0.02 -0.27 0.06
H 5.4618 0.6252 2.8544 0.36 0.30 -0.06 0.11
H 5.6094 -0.9984 3.5755 0.23 -0.05 -0.21 0.12
H 3.5356 -1.7067 2.5302 -0.05 0.06 0.27 0.12
H 4.2678 -0.7391 1.2845 0.19 0.26 0.18 0.11
H 2.0866 -0.1161 1.7930 -0.33 0.01 -0.31 0.04
O -0.8991 4.1412 2.7489 0.40 -0.01 0.00 -0.09
C 0.1586 3.7878 3.6717 -1.00 0.37 0.51 -0.20
C 0.4002 2.2979 3.6408 -0.15 -0.68 -0.04 -0.22
O -0.8068 1.5334 3.7240 -0.19 1.01 -0.11 -0.06
H -1.0378 5.0983 2.8005 0.04 -0.38 -0.05 0.10
H 1.0785 4.2907 3.3907 0.27 0.03 -0.07 0.12
H -0.1405 4.1659 4.6657 0.14 -0.40 -0.20 0.13
H 1.0369 1.9826 4.4662 0.29 0.42 0.16 0.12
H 0.9502 2.0586 2.7336 -0.05 -0.14 -0.32 0.11
H -0.5790 0.6183 3.8854 0.15 -0.35 0.02 0.06
O 0.4044 1.3332 -6.2037 0.14 0.32 0.43 -0.07
C 1.0501 0.9527 -4.9978 -0.50 -0.81 0.40 -0.23
C 0.5669 1.8090 -3.7972 0.96 0.79 -2.11 -0.24
O -0.7829 2.1116 -4.0010 -0.73 -0.61 0.82 -0.08
H -0.4931 1.5912 -5.9177 0.41 0.07 -0.18 0.08
H 0.8287 -0.1239 -4.8578 0.12 0.27 0.35 0.10
H 2.1293 1.0547 -5.0713 0.16 0.05 -0.37 0.10
H 1.0911 2.7610 -3.9019 0.05 0.14 0.19 0.12
H 0.8404 1.3942 -2.8418 -0.20 -0.40 0.37 0.08
H -1.2441 1.2873 -3.7510 -0.42 0.16 0.09 0.05
O -1.2719 -1.8171 3.5462 0.53 -0.71 0.15 -0.08
C -0.4773 -2.9891 3.2395 0.50 0.73 0.01 -0.22
C -0.2313 -3.7854 4.5044 0.26 0.77 0.22 -0.23
O 0.3476 -2.9800 5.5455 -0.75 0.06 -0.32 -0.06
H -1.1618 -1.2098 2.7965 -0.03 -0.01 -0.24 0.03
H -0.9495 -3.5785 2.4671 -0.53 -0.46 -0.03 0.10
H 0.4736 -2.7005 2.8027 0.38 0.37 0.02 0.11
H 0.4960 -4.5678 4.4322 0.46 -0.52 -0.89 0.11
H -1.1547 -4.3068 4.7168 -0.59 0.25 0.97 0.11
H 0.0599 -2.0625 5.4204 -0.18 -0.36 -0.01 0.07
O -0.7254 -0.1800 1.2700 -0.73 0.90 0.74 -0.10
C -0.7730 -0.7365 -0.0195 1.08 -0.96 0.65 -0.21
C 0.4311 -0.3128 -0.8357 0.64 -0.03 0.93 -0.17
O 1.6481 -0.7424 -0.1321 -1.35 0.05 -0.11 -0.11
H -1.2912 0.6379 1.2885 0.59 -0.41 -0.14 0.07
H -0.6678 -1.8360 0.1612 -0.36 0.58 -0.51 0.12
H -1.6968 -0.5048 -0.5363 -0.13 -0.03 -0.19 0.12
H 0.4770 0.7730 -0.9369 -0.16 -0.02 -0.05 0.11
H 0.3214 -0.8020 -1.7890 0.36 -0.09 -0.57 0.08
H 2.4479 -0.5265 -0.6344 -0.05 -0.03 -0.46 0.04
C -3.7111 -0.0981 -4.8161 0.09 -0.12 -0.63 -0.08
C -3.4073 -0.4672 -3.4006 0.59 -0.78 0.65 -0.28
O -2.0176 -0.2918 -3.0443 0.40 -0.41 -0.22 -0.13
H -4.7900 -0.1715 -4.9674 0.02 0.11 -0.09 0.08
H -3.2281 -0.7854 -5.5211 -0.02 0.17 0.08 0.08
H -3.3861 0.9225 -5.0412 -0.10 -0.09 0.05 0.08
H -3.5860 -1.5392 -3.2140 -0.58 0.42 -0.06 0.12
H -4.0034 0.1511 -2.7290 0.09 -0.12 0.19 0.12
H -1.5627 -1.1665 -3.1116 -0.29 0.81 -0.08 0.07
C 1.1675 -5.7433 0.6723 0.13 0.94 -0.33 -0.06
C 0.8844 -4.3136 0.1134 0.47 -1.15 -0.19 -0.33
O 1.9204 -3.4022 0.3902 0.18 -0.32 0.51 -0.09
H 1.1804 -5.7163 1.7679 0.08 -0.16 -0.24 0.07
H 2.1141 -6.1126 0.2803 0.19 0.10 0.22 0.07
H 0.4140 -6.4538 0.3116 -0.10 0.31 0.21 0.07
H -0.0625 -4.0137 0.5479 -0.35 0.36 -0.19 0.07
H 0.8217 -4.4243 -0.9803 -0.45 0.07 0.01 0.09
H 1.6688 -2.4710 0.2166 -0.04 -0.31 -0.06 0.04
C 4.3767 2.0374 -2.6804 -0.26 -0.63 1.29 -0.05
C 4.2092 1.2634 -1.3530 -0.06 -0.05 -0.05 -0.25
O 3.8486 -0.1205 -1.6697 0.01 1.25 1.02 -0.11
H 5.1711 1.4806 -3.1935 -0.23 0.62 -0.48 0.09
H 4.5674 3.1056 -2.5880 0.57 -0.15 0.28 0.08
H 3.4143 2.0084 -3.1680 -0.14 -0.40 -0.62 0.04
H 3.4069 1.6295 -0.7088 -0.11 0.11 -0.24 0.11
H 5.1096 1.2903 -0.7192 -0.06 -0.17 -0.41 0.11
H 4.2574 -0.3248 -2.4986 0.33 -0.43 -0.72 0.07
C 2.1069 -2.5245 -3.4685 -0.03 0.14 0.72 -0.08
C 0.8294 -3.0280 -4.0885 -0.95 -0.21 0.48 -0.27
O -0.3146 -2.7856 -3.2131 0.09 0.07 -0.28 -0.11
H 2.3241 -3.0461 -2.5055 0.12 0.16 -0.85 0.09
H 2.0386 -1.4572 -3.2037 -0.18 -0.28 -0.23 0.05
H 2.8975 -2.6145 -4.2123 0.31 -0.23 0.24 0.08
H 0.8294 -4.0940 -4.3160 0.38 -0.12 0.13 0.11
H 0.6184 -2.5546 -5.0457 -0.11 0.35 0.12 0.11
H -0.4436 -3.5365 -2.6151 0.23 0.24 -0.24 0.08
```
Positions in Å, forces in eV/Å.

=====

Entry from the OMol25 dataset: a molecular structure, C37H34BiN3O2S2Te (ωB97M-V/def2-TZVPD).

Calculated values
HOMO-LUMO gap (alpha / beta) in Eh: 0.258 / 0.260
Spin multiplicity: 2
HOMO energy (alpha / beta) in Ha: -0.338 / -0.380
<S²>: 0.7562
E in a.u.: -3023.8121
Largest force on an atom in Eh/bohr: 0.0071
Charge: +1
Lowest unoccupied orbital energy (alpha / beta) in eV: -2.175 / -3.268
ΔE to the lowest compared entry with this formula, charge and spin in kcal/mol: 18.8

Structure (XYZ):
```
80
Properties=species:S:1:pos:R:3:forces:R:3:lowdin_spin:R:1
Bi 0.4732 -0.1876 0.5056 -0.23 0.06 -0.16 0.65
S 1.4779 -4.1963 -1.9761 -0.05 -0.07 0.06 0.01
C 0.1430 -3.5115 -2.8539 0.07 -0.01 -0.06 0.00
C -0.4489 -3.9576 -4.0336 0.00 0.02 0.03 0.00
C -1.5284 -3.2478 -4.5205 0.02 0.03 0.01 0.00
C -2.0071 -2.1132 -3.8501 0.02 0.02 -0.05 0.00
C -1.4126 -1.6650 -2.6891 0.02 0.05 0.00 0.00
C -0.3239 -2.3768 -2.1892 0.01 -0.03 0.05 0.00
N 0.3621 -2.1021 -1.0174 -0.03 0.06 -0.02 0.03
C 1.2951 -2.9700 -0.7669 0.08 0.04 0.04 0.02
C 2.0871 -2.8736 0.4623 -0.04 0.00 -0.02 0.02
C 2.9840 -3.8756 0.8232 0.01 0.00 -0.04 0.00
C 3.6682 -3.7951 2.0228 0.00 0.00 0.00 0.03
C 3.4529 -2.7099 2.8618 0.00 0.01 -0.01 0.00
C 2.5708 -1.7027 2.4935 0.01 0.02 -0.01 0.03
C 1.8694 -1.7588 1.2920 0.04 -0.05 -0.03 0.06
H -0.0838 -4.8389 -4.5430 0.00 0.00 -0.01 0.00
H -2.0151 -3.5768 -5.4287 0.00 0.00 0.00 0.00
H -2.8606 -1.5825 -4.2525 0.01 -0.01 0.00 0.00
H -1.7665 -0.7841 -2.1685 0.01 0.03 0.00 0.00
H 3.1412 -4.7241 0.1671 0.00 -0.02 0.02 0.00
H 4.3611 -4.5756 2.3054 0.00 -0.01 0.00 0.00
H 3.9749 -2.6447 3.8078 0.01 0.00 0.00 0.00
H 2.4356 -0.8629 3.1627 -0.02 -0.04 0.00 0.00
O 1.2020 0.4256 -2.2438 0.03 -0.05 -0.07 0.05
S 1.6453 1.3955 -3.3044 0.01 -0.05 0.13 0.01
C 2.6360 0.4323 -4.4885 -0.03 -0.03 0.03 0.00
C 1.6655 -0.1711 -5.4932 -0.01 0.06 -0.02 0.00
C 0.6913 0.9585 -5.8184 0.01 -0.01 -0.01 0.00
C 0.2448 1.5236 -4.4732 0.04 0.06 -0.03 0.00
H 3.1867 -0.2900 -3.8877 0.04 0.03 0.00 0.00
H 3.3380 1.1231 -4.9592 0.00 0.00 -0.02 0.00
H 1.1346 -1.0086 -5.0362 -0.04 -0.04 0.01 0.00
H 2.1812 -0.5392 -6.3801 0.01 -0.01 0.02 0.00
H -0.1607 0.6211 -6.4099 0.00 -0.01 0.03 0.00
H 1.2052 1.7302 -6.3965 -0.01 -0.01 -0.02 0.00
H -0.5203 0.9091 -3.9982 -0.04 -0.03 0.03 0.00
H -0.0888 2.5600 -4.5066 -0.02 -0.01 -0.02 0.00
O -2.1613 0.9252 2.2064 0.04 -0.05 0.01 0.03
N -3.4389 0.7379 2.2582 0.04 0.00 -0.10 0.00
C -4.1147 0.4588 1.1215 -0.06 -0.07 -0.04 0.00
C -5.4752 0.2454 1.1442 0.00 0.01 0.01 0.00
C -6.1712 0.3196 2.3410 0.02 -0.01 0.00 0.00
C -5.4617 0.6182 3.4930 -0.01 0.01 -0.02 0.00
C -4.1008 0.8262 3.4309 -0.08 0.01 0.08 0.00
H -3.4961 0.4214 0.2375 0.02 0.03 0.01 0.00
H -5.9787 0.0208 0.2148 0.00 -0.01 0.00 0.00
H -7.2372 0.1488 2.3749 -0.01 0.01 0.00 0.00
H -5.9539 0.6982 4.4516 0.00 -0.01 0.00 0.00
H -3.4862 1.0755 4.2817 0.04 -0.01 -0.03 0.00
N -1.9453 1.7540 -1.3699 -0.02 -0.10 -0.03 0.00
C -2.5392 2.6118 -1.8537 -0.03 0.05 -0.05 0.00
C -3.2903 3.6861 -2.4483 0.03 0.00 0.10 0.00
C -3.8227 4.6788 -1.6271 0.02 0.01 0.00 0.00
C -4.5479 5.7125 -2.1939 0.00 0.00 -0.03 0.00
C -4.7399 5.7549 -3.5688 0.01 -0.01 0.01 0.00
C -4.2074 4.7645 -4.3833 0.00 0.00 0.00 0.00
C -3.4807 3.7258 -3.8270 0.01 -0.03 -0.04 0.00
H -3.6595 4.6351 -0.5587 -0.01 0.00 0.00 0.00
H -4.9617 6.4877 -1.5639 0.00 0.00 0.01 0.00
H -5.3073 6.5642 -4.0080 0.00 0.01 0.00 0.00
H -4.3589 4.8015 -5.4533 0.00 0.00 0.00 0.00
H -3.0637 2.9470 -4.4518 0.00 0.00 0.00 0.00
C -0.0619 -0.2171 4.4558 -0.03 -0.04 0.00 0.01
Te 0.3960 1.4454 3.1968 0.13 0.12 0.32 0.03
C 2.2406 1.4967 4.3008 0.03 -0.01 -0.06 0.00
C 1.9669 0.7330 5.5740 -0.04 -0.01 0.02 0.00
C 2.8138 0.8439 6.6738 0.01 -0.02 -0.01 0.00
C 2.5539 0.1375 7.8358 0.00 0.00 0.00 0.00
C 1.4382 -0.6867 7.9113 0.00 0.00 -0.01 0.00
C 0.5889 -0.7995 6.8235 0.02 -0.02 0.00 0.00
C 0.8465 -0.0939 5.6514 0.03 0.04 -0.05 0.00
H 0.1243 -1.1343 3.8967 -0.02 -0.01 0.00 0.00
H -1.1172 -0.1860 4.7148 0.00 0.05 0.02 0.00
H 2.4977 2.5351 4.5011 -0.03 0.01 0.00 0.00
H 3.0565 1.0548 3.7290 -0.01 0.03 -0.01 0.00
H 3.6781 1.4946 6.6180 0.01 0.00 0.00 0.00
H 3.2160 0.2350 8.6857 0.00 0.00 0.01 0.00
H 1.2274 -1.2342 8.8202 0.00 0.00 0.00 0.00
H -0.2843 -1.4382 6.8824 0.00 0.00 0.00 0.00
```
Positions in Å, forces in eV/Å.

=====

Entry from the OMol25 dataset: 2 unconnected molecules or ions with the total composition C4H11O2S2 in a non-equilibrium geometry (ωB97M-V/def2-TZVPD).

Calculated values
HOMO-LUMO gap in Eh: 0.233
Spin multiplicity: 1
HOMO energy in Ha: -0.122
E in a.u.: -1105.8046
Largest force on an atom in Eh/bohr: 0.0813
Charge: -1
Lowest unoccupied orbital energy in eV: 3.035
ΔE to the lowest compared entry with this formula, charge and spin in kcal/mol: 51.4

Structure (XYZ):
```
19
Properties=species:S:1:pos:R:3:forces:R:3:nbo_charge:R:1
C -0.4800 0.5791 0.9114 3.23 2.53 0.78 -0.53
C 0.5363 0.1929 2.2149 -0.10 -2.32 -0.55 0.04
O 1.8294 0.1036 1.9384 0.74 0.69 -0.95 -0.95
C -1.6056 -0.3157 0.6699 -2.34 -1.54 1.30 -0.47
S -2.7843 -0.0231 -0.8994 0.85 0.50 2.24 -0.01
S -1.8155 -0.6962 -2.5005 -0.48 -0.21 -0.26 0.05
C -0.1637 0.0203 -2.6043 0.45 -1.86 -2.49 -0.78
H -0.6622 1.7085 1.1731 -0.41 -2.05 -1.01 0.20
H 0.2848 0.5608 0.1056 -0.61 0.13 0.36 0.19
H 0.2579 -0.8720 2.5939 -0.87 1.23 -0.10 0.07
H 0.3736 0.9527 2.9728 -0.82 0.34 0.57 0.10
H -1.2585 -1.4522 0.7603 -1.01 2.35 -0.41 0.22
H -2.3580 -0.0360 1.5186 0.86 -1.13 -1.45 0.21
H -0.1033 0.2286 -3.7432 0.43 -0.28 1.87 0.21
H 0.3492 -0.9430 -2.3520 0.61 1.38 -0.46 0.23
H 0.2441 0.8391 -2.0462 -0.51 0.43 0.47 0.25
H 1.8719 -0.4435 -0.6009 -0.75 -0.57 -0.94 0.44
H 2.6665 -0.0204 0.4026 0.68 -0.19 0.60 0.52
O 2.8175 -0.3834 -0.5148 0.03 0.57 0.43 -1.00
```
Positions in Å, forces in eV/Å.